Entry 1:
Molecular formula: C22H30N4O3
Method: DFT, wB97M-V/def2-TZVPD

## Properties
E_LUMO ... 0.5 eV
Largest force on an atom ... 0.85 eV/A
Multiplicity ... 1
HOMO-LUMO gap ... 0.335 hartree
ΔE to the lowest compared entry with this formula, charge and spin ... 0.947 eV

Last column: natural (NBO) charge in e.
CARTESIAN COORDINATES (ANGSTROEM)
H 0.855 -5.646 0.646  0.40
H -2.491 -0.214 1.312  0.19
H -0.586 4.405 1.446  0.24
C -0.629 -1.839 2.742  -0.25
O 1.036 5.019 -0.411  -0.64
C 0.557 0.043 1.787  0.70
H -3.437 -3.262 1.959  0.21
C 2.761 2.071 -2.229  -0.43
H 2.242 -3.008 0.362  0.22
H -2.977 -4.034 3.479  0.22
H 1.666 -0.389 -2.476  0.21
H 2.299 2.031 1.799  0.22
H 0.755 3.619 2.293  0.22
H -4.213 -0.458 -3.406  0.20
C -1.360 1.029 -2.928  0.28
C -3.139 -0.524 -3.240  -0.25
C -0.969 2.368 -2.863  -0.24
N 0.274 -4.961 1.102  -0.33
H -1.375 -0.135 -0.060  0.22
N 2.003 3.006 -0.038  -0.45
C 2.018 -3.212 1.410  -0.67
H 3.293 1.162 -1.940  0.20
C -2.922 -4.118 2.394  -0.65
H 2.123 -2.288 1.971  0.26
C -0.498 -3.189 2.118  -0.18
C -0.468 2.264 1.130  -0.39
H -0.653 -1.007 -2.854  0.22
H -2.672 -1.021 -4.096  0.18
C 1.992 1.812 0.769  -0.21
C -0.394 0.039 -2.799  -0.28
H -1.598 -1.753 3.242  0.20
C 0.587 1.192 0.786  -0.33
C 0.930 0.396 -2.587  -0.21
C 1.100 3.979 0.217  0.69
H -1.726 3.128 -2.972  0.23
H 0.623 3.750 -2.614  0.24
H 3.233 2.448 -3.140  0.23
C 1.324 1.723 -2.507  -0.05
H 0.398 0.796 -0.214  0.25
C 0.178 3.632 1.366  -0.49
H 2.745 -3.935 1.777  0.22
O -2.694 0.803 -3.107  -0.49
H -1.910 -1.706 0.548  0.21
H -1.182 2.355 0.309  0.22
H 0.169 -1.676 3.470  0.26
C 0.352 2.708 -2.664  -0.20
H 2.705 1.096 0.361  0.22
H 2.743 4.139 -1.552  0.24
H 3.957 3.114 -0.760  0.20
C -1.503 -4.172 1.952  0.15
H -3.424 -5.030 2.086  0.24
C 2.929 3.146 -1.138  -0.22
H -1.023 1.978 2.027  0.21
C 0.640 -3.741 1.555  0.18
N -0.518 -0.771 1.752  -0.43
H -2.950 -1.108 -2.333  0.17
N -1.012 -5.233 1.338  -0.29
O 1.464 -0.128 2.587  -0.66
C -1.629 -0.691 0.837  -0.42



Entry 2:
Molecular formula: C22H30N4O6S
Method: DFT, wB97M-V/def2-TZVPD

## Properties
E_LUMO ... -0.5 eV
Largest force on an atom ... 16.29 eV/A
Multiplicity ... 1
HOMO-LUMO gap ... 0.255 hartree
ΔE to the lowest compared entry with this formula, charge and spin ... 26.051 eV

Last column: natural (NBO) charge in e.
CARTESIAN COORDINATES (ANGSTROEM)
O -4.103 -0.525 0.197  -0.49
H -3.481 -2.411 -1.089  0.19
C 2.764 2.963 0.282  0.49
C 3.039 0.971 -1.092  0.13
H -1.495 -3.768 -2.099  0.20
H -5.906 -2.062 1.561  0.21
H 2.794 -2.963 -2.297  0.25
C -1.302 1.971 -0.502  0.18
C 1.515 -2.018 0.904  -0.26
H -2.913 -2.813 0.534  0.16
C -2.076 -0.163 -0.583  0.27
H -0.959 -4.190 -0.409  0.22
H -2.492 -4.590 -0.835  0.20
O 4.618 -1.725 -1.353  -0.90
C -2.625 -2.362 -0.523  -0.07
C -1.038 0.746 -0.896  -0.28
C 3.614 0.114 -0.055  -0.60
H -6.432 -1.966 -0.106  0.19
O 1.248 -4.308 0.564  -0.53
H -5.948 0.564 -0.157  0.20
O -0.844 5.004 -0.370  -0.57
C -3.440 1.493 -0.146  -0.21
C 1.388 4.762 -0.772  -0.31
H 2.487 -3.346 1.749  0.22
C 2.134 -4.318 -0.299  -0.08
H -0.094 0.278 -0.994  0.24
H -7.353 -1.074 1.261  0.23
H -2.654 3.569 -0.262  0.27
C -2.511 2.485 -0.229  -0.28
H 0.806 -3.525 2.289  0.24
O -1.599 -1.535 -0.632  -0.48
C 2.233 5.002 1.428  -0.34
C -1.940 -3.737 -1.047  -0.65
H 2.745 0.514 -2.099  0.20
N -0.019 3.032 -1.020  -0.61
C 3.967 1.185 1.056  0.00
H 1.755 5.858 1.212  0.22
H 3.861 2.891 2.109  0.25
H 1.998 -5.247 -1.202  0.14
H -4.502 2.068 0.366  0.22
S 3.822 -1.481 -0.308  2.35
C 2.063 -2.816 -1.295  -0.27
N 2.222 -1.959 -0.447  -0.67
C 0.014 4.287 -0.575  0.63
N 2.339 4.289 0.206  -0.37
O 4.336 -2.067 1.053  -0.98
H 1.941 4.177 -1.772  0.27
N 2.564 2.376 -1.250  -0.57
C 1.451 -3.170 1.535  -0.17
C -6.356 -1.376 0.950  -0.61
H 3.566 5.329 1.515  0.15
H 1.679 5.689 -0.832  0.21
H 1.623 -1.067 1.646  0.27
H -5.313 0.436 1.823  0.16
C -3.227 0.263 -0.106  0.20
H 0.300 -1.813 0.469  0.22
H 4.467 0.637 1.839  0.23
C -5.384 -0.162 0.612  -0.06
H 1.148 -3.054 -1.711  0.20
H 0.760 2.533 -1.056  0.39
C 3.487 2.310 1.283  -0.42
H 2.002 4.391 2.163  0.19
H 3.258 -4.577 -0.187  0.17



Entry 3:
Molecular formula: C22H30N4O7
Method: DFT, wB97M-V/def2-TZVPD

## Properties
E_LUMO ... 0.5 eV
Largest force on an atom ... 2.02 eV/A
Multiplicity ... 1
HOMO-LUMO gap ... 0.312 hartree
ΔE to the lowest compared entry with this formula, charge and spin ... 2.675 eV

Last column: natural (NBO) charge in e.
CARTESIAN COORDINATES (ANGSTROEM)
H -2.601 -2.838 1.197  0.20
N 0.086 -3.856 1.112  -0.62
H -1.823 6.639 -1.831  0.49
H 0.586 1.312 1.693  0.23
H 2.649 -3.584 -4.783  0.48
H 0.021 2.970 1.935  0.23
O -4.641 4.727 -0.357  -0.67
H -3.650 -2.960 2.615  0.22
C -0.564 -2.466 -2.043  -0.19
C 0.294 -2.444 1.467  -0.13
C -1.834 2.369 -0.138  -0.17
H 3.258 -2.671 -2.786  0.21
H -0.265 5.019 -1.562  0.21
H 2.461 -1.789 -0.606  0.23
H 1.614 2.481 2.534  0.22
H -0.818 -3.313 -4.024  0.22
C -0.794 3.131 -0.694  -0.04
C 0.368 -2.032 -1.078  -0.07
H 0.116 -6.063 -0.445  0.23
C 0.625 -6.132 0.515  -0.71
H -1.641 1.359 0.210  0.20
C 1.059 -4.751 0.948  0.68
C 2.199 -2.610 -2.588  -0.30
H 1.508 -6.762 0.413  0.24
O -2.632 6.239 -1.475  -0.70
H 1.075 2.975 -1.723  0.22
H 1.001 5.113 2.030  0.34
C -0.419 -2.029 2.772  0.67
C 0.900 2.358 1.715  -0.63
H -0.853 -4.153 0.919  0.39
C 1.746 -2.103 -1.356  -0.11
N 1.958 4.199 0.442  -0.51
C 0.600 2.547 -0.834  -0.42
C 2.817 1.889 0.152  0.81
C -2.362 4.967 -1.033  0.23
H -0.040 -6.554 1.265  0.22
O 4.004 2.515 -0.052  -0.68
H -3.927 2.318 0.412  0.22
C 1.549 2.769 0.375  0.02
N -1.682 -2.386 3.049  -0.62
C -1.073 4.430 -1.144  -0.24
O 2.719 0.673 0.189  -0.61
H -1.998 -2.061 3.951  0.41
H -1.188 -1.432 0.256  0.19
H 2.947 4.272 0.724  0.36
H -1.624 -2.412 -1.839  0.21
C -3.122 2.903 -0.021  -0.27
C -2.640 -3.144 2.242  -0.42
O 0.188 -1.387 3.617  -0.62
C 1.266 -3.051 -3.550  0.30
O 2.245 -4.514 1.132  -0.63
H 0.310 -0.552 0.449  0.24
N 1.101 5.206 1.015  -0.68
H -2.431 -4.213 2.323  0.19
O 1.693 -3.560 -4.734  -0.67
C -0.116 -2.976 -3.277  -0.28
H 4.641 1.792 -0.162  0.50
H 0.499 1.472 -1.017  0.23
H -4.607 5.628 -0.725  0.49
H 1.360 -2.285 1.642  0.27
C -3.385 4.198 -0.466  0.24
C -0.105 -1.543 0.281  -0.42
H 1.373 6.158 0.754  0.37



Entry 4:
Molecular formula: C22H30N6O4
Method: DFT, wB97M-V/def2-TZVPD

## Properties
E_LUMO ... 0.7 eV
Largest force on an atom ... 1.41 eV/A
Multiplicity ... 1
HOMO-LUMO gap ... 0.297 hartree
ΔE to the lowest compared entry with this formula, charge and spin ... 1.584 eV

Last column: natural (NBO) charge in e.
CARTESIAN COORDINATES (ANGSTROEM)
H 5.792 1.158 0.634  0.20
H -1.855 -0.379 2.290  0.20
H 3.220 -0.513 -3.283  0.25
H 1.833 0.607 -3.086  0.21
H 4.577 -1.638 1.366  0.21
H 3.581 -3.039 1.830  0.24
H -1.578 -3.246 1.245  0.18
H 2.778 2.212 -1.153  0.22
C 0.807 -0.733 -1.040  0.46
N 1.987 -0.919 -1.685  -0.43
C 2.122 2.138 -0.300  -0.31
C -2.175 -2.425 1.656  -0.07
O -3.309 -2.178 0.853  -0.56
C 2.595 1.691 0.925  0.34
C 0.383 2.005 1.833  -0.26
C 2.164 -0.429 -3.033  -0.41
H -2.536 -2.721 2.647  0.19
C 1.604 -1.823 1.009  0.65
H 4.651 0.743 -0.663  0.19
N 2.804 -1.910 0.287  -0.45
C -0.126 2.401 0.589  0.22
C -1.286 -1.183 1.827  -0.25
H -3.249 2.896 1.496  0.20
C 1.702 1.644 1.993  -0.26
H -1.501 1.454 -2.349  0.25
C 0.790 2.479 -0.461  -0.27
N -2.324 0.600 -0.659  -0.43
H 4.536 -3.067 0.311  0.22
N -0.691 -0.752 0.586  -0.36
H -4.503 -2.698 -2.203  0.21
H -1.334 3.658 -1.449  0.22
H -2.941 3.570 -0.738  0.20
O 4.146 -1.571 -1.510  -0.65
H 2.065 1.319 2.954  0.23
C 0.589 -1.189 0.243  -0.13
H -3.387 0.110 1.073  0.24
C -2.006 3.018 -0.882  -0.24
C -2.285 1.685 -1.631  -0.24
H 1.570 -1.026 -3.725  0.21
H 4.900 2.453 -0.200  0.17
N -1.470 2.765 0.438  -0.45
H -5.381 -2.496 -0.677  0.21
C 3.047 -1.472 -0.999  0.80
C -3.166 0.978 0.456  -0.26
O 1.519 -2.253 2.149  -0.65
H -0.456 -1.453 2.486  0.27
H -3.249 1.723 -2.145  0.20
H -3.259 -3.820 -0.392  0.17
C -4.477 -2.236 -1.220  -0.62
H -2.342 -2.407 -0.971  0.17
H 0.479 2.791 -1.444  0.21
O 3.877 1.297 1.188  -0.52
C -2.498 2.138 1.247  -0.22
H -4.110 1.318 0.020  0.20
C -3.258 -2.721 -0.454  -0.05
C 4.842 1.425 0.171  -0.26
H -4.434 -1.157 -1.335  0.21
N -0.263 -0.064 -1.501  -0.59
C 3.953 -2.452 0.993  -0.42
C -1.142 -0.060 -0.498  0.61
H -2.073 1.776 2.179  0.20
H -0.246 1.980 2.708  0.21